Record 1
{
  "formula": "C4H9NO",
  "method": "wB97M-V/def2-TZVPD",
  "mol_weight_g_mol": 87.1,
  "largest_force_ev_per_a": 1.0,
  "de_lowest_kcal_mol": 46.0,
  "smiles": "C=C=O.CCN",
  "homo_lumo_gap_ev": 9.707,
  "elements": ["O", "N", "C", "C", "C", "C", "H", "H", "H", "H", "H", "H", "H", "H", "H"],
  "positions_angstrom": [[-2.16787, 1.59534, 0.90162], [-0.95995, -0.53997, -0.42821], [-1.26014, 1.04225, 1.39697], [0.13741, -0.00954, -1.23932], [-0.25108, 0.60798, 2.12944], [1.48017, -0.55735, -0.76678], [1.43603, -1.64760, -0.64707], [0.13161, 1.08303, -1.13042], [0.00702, -0.22554, -2.31041], [0.00031, 1.18607, 3.00822], [-0.90865, -1.55175, -0.35788], [1.77624, -0.12095, 0.19179], [0.28276, -0.29348, 1.87689], [-1.86076, -0.30288, -0.83294], [2.26329, -0.33760, -1.49878]],
  "nbo_charge": [-0.513, -0.831, 0.744, -0.217, -0.794, -0.619, 0.197, 0.193, 0.168, 0.251, 0.361, 0.216, 0.254, 0.373, 0.217]
}

***

Record 2
{
  "formula": "C4H9NO",
  "method": "wB97M-V/def2-TZVPD",
  "mol_weight_g_mol": 87.1,
  "largest_force_ev_per_a": 0.6,
  "de_lowest_kcal_mol": 50.4,
  "homo_lumo_gap_ev": 9.852,
  "elements": ["O", "N", "C", "C", "C", "C", "H", "H", "H", "H", "H", "H", "H", "H", "H"],
  "positions_angstrom": [[-1.21462, 0.29302, 0.67933], [-3.20953, -0.42882, 0.34519], [-1.92526, -0.68129, 0.08904], [0.19397, 0.04972, 0.66663], [0.86194, 0.34385, -0.66563], [2.37334, 0.14877, -0.54766], [-3.51207, 0.32373, 0.95856], [0.59743, 0.69549, 1.45285], [0.62900, 1.36892, -0.97971], [2.61718, -0.87481, -0.23698], [2.80033, 0.83042, 0.19793], [2.87839, 0.33527, -1.50029], [0.44382, -0.32911, -1.42262], [-3.90206, -1.07996, 0.01726], [0.36814, -0.99521, 0.94611]],
  "nbo_charge": [-0.545, -0.814, 0.271, -0.055, -0.431, -0.607, 0.379, 0.181, 0.202, 0.204, 0.201, 0.215, 0.218, 0.396, 0.184]
}

***

Record 3
{
  "formula": "C4H9NO",
  "method": "wB97M-V/def2-TZVPD",
  "mol_weight_g_mol": 87.1,
  "largest_force_ev_per_a": 4.2,
  "de_lowest_kcal_mol": 134.2,
  "homo_lumo_gap_ev": 7.608,
  "elements": ["O", "N", "C", "C", "C", "C", "H", "H", "H", "H", "H", "H", "H", "H", "H"],
  "positions_angstrom": [[2.09227, 0.48358, -1.46906], [-0.38828, -0.00866, 0.73695], [-1.02452, -1.31031, 1.05211], [-0.15959, 0.09901, -0.73581], [1.08734, -0.39079, -1.19000], [-1.28861, 1.05700, 1.18857], [1.17720, -1.36999, -1.66097], [1.74857, 0.67715, -0.51948], [-2.36235, 0.98014, 0.98366], [-1.14657, 1.10280, 2.27222], [-0.43682, 1.09749, -1.07837], [-0.91323, 2.00465, 0.79740], [-0.85291, -1.58027, 2.09433], [-0.52698, -2.03856, 0.40908], [-2.09522, -1.33874, 0.83050]],
  "nbo_charge": [-0.632, -0.426, -0.418, -0.240, 0.108, -0.420, 0.179, 0.521, 0.175, 0.202, 0.182, 0.198, 0.196, 0.197, 0.178]
}

***

Record 4
{
  "formula": "C4H9NO",
  "method": "wB97M-V/def2-TZVPD",
  "mol_weight_g_mol": 87.1,
  "largest_force_ev_per_a": 0.6,
  "de_lowest_kcal_mol": 106.5,
  "homo_lumo_gap_ev": 8.829,
  "elements": ["O", "N", "C", "C", "C", "C", "H", "H", "H", "H", "H", "H", "H", "H", "H"],
  "positions_angstrom": [[-0.93665, -1.99688, 2.30336], [0.16957, -0.13089, -0.55475], [-0.22367, -1.27317, 1.63369], [-0.65734, -0.69674, 0.36444], [1.27460, 0.52401, -0.13130], [-0.50476, 0.45215, -1.71441], [-0.40963, 0.89879, 1.26985], [1.77075, 1.17450, -0.84411], [0.24569, 0.77586, -2.43711], [1.91529, 0.01618, 0.57999], [0.78360, -0.98173, 1.99415], [0.36869, 1.26869, 0.98279], [-1.61769, -1.05216, 0.00435], [-1.10265, 1.31230, -1.38762], [-1.15560, -0.29156, -2.17703]],
  "nbo_charge": [-0.555, -0.295, 0.357, -0.197, -0.293, -0.406, -0.010, 0.210, 0.212, 0.210, 0.111, 0.000, 0.224, 0.213, 0.219]
}